253
Properties=species:S:1:pos:R:3 method="wB97M-V/def2-TZVPD" largest_force_ev_per_a=3.43 energy_ha=-4427.426417 total_charge=+1 multiplicity=2 s_squared=0.76
C 0.078 -2.512 -5.469
C 0.798 -2.341 -4.184
C 0.189 -3.078 -2.961
O -0.166 -4.386 -3.362
C -0.848 -5.176 -2.432
N 2.148 -2.880 -4.407
H -0.966 -2.207 -5.540
H 0.105 -3.562 -5.763
H 0.532 -1.874 -6.227
H 0.845 -1.253 -4.125
H -0.586 -2.433 -2.550
H 0.903 -3.129 -2.139
H -1.874 -4.853 -2.255
H -0.238 -5.305 -1.537
H -1.012 -6.131 -2.931
H 2.019 -3.835 -4.710
H 2.604 -2.457 -5.202
C -0.610 -0.904 6.391
C 0.235 -2.112 5.966
C -0.387 -3.512 6.207
O 0.688 -4.412 5.950
C 0.200 -5.770 6.087
N 0.559 -1.818 4.647
H -1.506 -0.901 5.769
H -0.056 0.025 6.259
H -0.939 -0.928 7.429
H 1.135 -2.183 6.576
H -1.202 -3.630 5.493
H -0.785 -3.529 7.222
H 0.043 -6.010 7.139
H 0.935 -6.521 5.795
H -0.666 -6.038 5.483
H 0.886 -2.677 4.228
H -0.309 -1.720 4.139
C -6.700 4.097 3.176
C -7.551 2.873 2.753
C -6.896 2.235 1.520
O -6.998 3.020 0.322
C -6.561 2.275 -0.780
N -7.584 2.036 3.924
H -5.692 3.816 3.483
H -7.166 4.461 4.092
H -6.469 4.898 2.475
H -8.559 3.192 2.488
H -7.380 1.264 1.420
H -5.865 1.926 1.692
H -5.546 1.885 -0.710
H -6.460 2.924 -1.650
H -7.177 1.429 -1.087
H -8.044 2.519 4.682
H -8.275 1.350 3.654
C 4.910 0.467 2.307
C 5.685 1.865 2.401
C 5.057 2.840 3.495
O 5.834 4.026 3.812
C 5.909 4.994 2.755
N 7.019 1.493 2.843
H 4.723 0.079 3.309
H 5.541 -0.237 1.765
H 3.901 0.572 1.907
H 5.751 2.399 1.453
H 4.991 2.296 4.437
H 4.009 3.052 3.282
H 6.770 4.890 2.093
H 6.016 6.019 3.112
H 5.046 5.007 2.090
H 7.494 2.297 3.229
H 7.059 0.757 3.532
C 7.668 0.770 -2.290
C 7.142 0.525 -0.850
C 6.482 -0.883 -0.768
O 5.196 -0.630 -1.393
C 4.398 -1.823 -1.501
N 8.345 0.743 -0.033
H 6.767 0.701 -2.898
H 8.448 0.063 -2.572
H 8.114 1.746 -2.480
H 6.378 1.236 -0.537
H 6.405 -1.257 0.253
H 6.920 -1.642 -1.415
H 4.650 -2.448 -0.644
H 4.726 -2.416 -2.355
H 3.339 -1.577 -1.590
H 8.005 1.065 0.862
H 8.850 1.540 -0.394
C 4.166 -6.951 4.790
C 4.953 -5.661 4.701
C 4.063 -4.432 4.317
O 3.688 -4.387 2.919
C 3.122 -3.069 2.522
N 5.593 -5.538 5.999
H 3.286 -6.735 5.396
H 4.683 -7.772 5.286
H 3.901 -7.146 3.750
H 5.820 -5.678 4.040
H 4.651 -3.556 4.589
H 3.195 -4.478 4.976
H 3.616 -2.208 2.973
H 2.054 -3.036 2.738
H 3.149 -2.824 1.460
H 6.021 -4.627 5.913
H 6.370 -6.177 6.081
C 0.266 -1.017 0.413
C 0.771 0.186 -0.394
C -0.238 1.389 -0.546
O -1.287 0.904 -1.379
C -2.427 1.799 -1.485
N 2.057 0.609 0.270
H -0.057 -0.800 1.431
H 1.041 -1.761 0.596
H -0.650 -1.365 -0.064
H 1.033 -0.258 -1.354
H 0.276 2.208 -1.049
H -0.492 1.683 0.472
H -2.764 2.076 -0.486
H -3.158 1.334 -2.146
H -2.172 2.773 -1.902
H 2.743 -0.098 0.048
H 2.400 1.421 -0.221
C -4.270 -5.864 0.627
C -3.481 -4.578 0.918
C -4.299 -3.355 0.694
O -3.555 -2.120 0.856
C -4.316 -0.997 0.672
N -2.933 -4.635 2.248
H -3.515 -6.647 0.697
H -4.619 -5.833 -0.405
H -5.197 -6.018 1.180
H -2.616 -4.603 0.254
H -5.075 -3.208 1.446
H -4.874 -3.398 -0.231
H -4.983 -0.675 1.471
H -4.972 -1.114 -0.191
H -3.666 -0.136 0.515
H -2.152 -3.996 2.201
H -3.545 -4.316 2.986
C -4.702 -4.579 -6.068
C -4.081 -4.703 -4.653
C -4.149 -3.430 -3.807
O -3.457 -2.473 -4.511
C -3.140 -1.285 -3.846
N -4.788 -5.758 -3.997
H -4.847 -5.592 -6.446
H -4.124 -4.013 -6.799
H -5.699 -4.147 -5.980
H -3.027 -4.982 -4.662
H -3.716 -3.550 -2.814
H -5.134 -3.008 -3.611
H -2.531 -0.628 -4.466
H -2.601 -1.488 -2.921
H -4.009 -0.662 -3.632
H -5.686 -5.478 -3.629
H -4.344 -5.875 -3.097
C -1.826 8.637 3.797
C -2.639 7.657 2.922
C -2.182 6.177 3.094
O -2.927 5.252 2.260
C -2.828 3.839 2.437
N -3.980 7.648 3.375
H -2.005 9.684 3.550
H -0.772 8.391 3.668
H -2.097 8.458 4.837
H -2.526 7.896 1.865
H -2.269 5.820 4.120
H -1.108 6.074 2.939
H -1.780 3.545 2.372
H -3.390 3.275 1.693
H -3.093 3.529 3.448
H -4.397 6.976 2.747
H -3.980 7.156 4.257
C 1.605 7.883 -3.527
C 1.905 6.565 -2.800
C 0.698 5.756 -2.203
O -0.154 6.607 -1.413
C -0.918 5.867 -0.490
N 2.680 5.753 -3.702
H 1.336 8.621 -2.771
H 0.775 7.695 -4.207
H 2.445 8.234 -4.127
H 2.603 6.784 -1.992
H 1.062 4.899 -1.636
H 0.127 5.375 -3.049
H -1.226 6.604 0.252
H -0.326 5.174 0.108
H -1.841 5.435 -0.876
H 2.047 5.441 -4.424
H 3.317 6.329 -4.233
C 2.377 -8.403 1.886
C 1.348 -7.244 2.108
C 0.783 -6.692 0.801
O 1.783 -6.468 -0.200
C 2.504 -5.299 -0.178
N 0.278 -7.778 3.042
H 2.025 -9.400 1.621
H 2.904 -8.535 2.831
H 3.195 -8.076 1.244
H 1.909 -6.476 2.641
H 0.174 -5.795 0.910
H 0.155 -7.530 0.500
H 1.898 -4.405 -0.324
H 3.127 -5.376 -1.069
H 3.055 -5.173 0.754
H -0.448 -7.089 2.907
H -0.080 -8.609 2.594
C 3.913 0.668 -4.297
C 3.357 2.024 -4.651
C 1.812 2.219 -4.364
O 1.023 1.360 -5.203
C -0.378 1.380 -5.024
N 3.926 2.967 -3.685
H 4.980 0.510 -4.141
H 3.655 0.093 -5.186
H 3.410 0.158 -3.475
H 3.639 2.249 -5.680
H 1.547 3.275 -4.406
H 1.665 1.883 -3.337
H -0.799 2.322 -5.375
H -0.626 1.186 -3.980
H -0.775 0.569 -5.635
H 3.593 3.908 -3.841
H 4.886 3.077 -3.979
C -3.004 5.045 -3.875
C -4.280 5.202 -4.753
C -5.344 4.121 -4.523
O -4.852 2.753 -4.631
C -5.926 1.821 -4.644
N -4.668 6.625 -4.789
H -2.371 5.927 -3.781
H -2.338 4.315 -4.336
H -3.266 4.739 -2.861
H -3.905 4.943 -5.743
H -6.200 4.364 -5.152
H -5.673 4.267 -3.494
H -5.617 0.776 -4.607
H -6.470 2.039 -5.563
H -6.563 2.043 -3.788
H -5.078 6.937 -3.920
H -3.916 7.292 -4.887
O -1.981 -1.798 2.982
H -2.536 -1.981 2.224
H -2.480 -2.126 3.730
O 1.327 1.649 2.914
H 1.798 1.070 3.514
H 1.668 1.426 2.048
O -1.338 0.828 2.974
H -0.397 0.927 2.827
H -1.485 -0.118 2.951
O 3.796 4.480 -0.746
H 4.019 3.563 -0.907
H 3.299 4.746 -1.520
O 4.207 1.919 -1.329
H 4.398 1.004 -1.537
H 4.084 2.337 -2.182


111
Properties=species:S:1:pos:R:3 method="wB97M-V/def2-TZVPD" largest_force_ev_per_a=2.89 total_charge=+2 de_lowest_kj_mol=154.97
Rh 1.609 -0.076 0.920
C -0.986 0.429 4.517
N 0.067 0.291 3.513
P 0.652 1.613 2.577
C 2.240 2.133 3.303
C 2.936 1.377 4.238
C 4.180 1.799 4.670
C 4.740 2.963 4.164
C 4.050 3.720 3.226
C 2.807 3.302 2.790
C -0.487 2.974 3.049
C -1.621 3.267 2.299
C -2.497 4.252 2.718
C -2.243 4.956 3.883
C -1.117 4.662 4.635
C -0.236 3.680 4.223
P 0.115 -1.086 2.486
C -1.619 -1.223 1.918
C -2.106 -0.141 1.192
C -3.420 -0.099 0.774
C -4.269 -1.152 1.076
C -3.793 -2.231 1.801
C -2.475 -2.275 2.223
C 0.297 -2.496 3.614
C 0.648 -2.354 4.957
C 0.834 -3.474 5.747
C 0.679 -4.740 5.204
C 0.356 -4.889 3.863
C 0.181 -3.774 3.064
H -0.588 0.932 5.398
H -1.342 -0.563 4.793
H -1.842 0.997 4.146
H 2.497 0.467 4.617
H 4.716 1.219 5.406
H 5.720 3.276 4.491
H 4.488 4.627 2.839
H 2.253 3.885 2.066
H -1.825 2.733 1.383
H -3.377 4.473 2.133
H -2.917 5.736 4.200
H -0.921 5.202 5.548
H 0.642 3.455 4.811
H -1.434 0.680 0.981
H -3.786 0.759 0.229
H -5.301 -1.121 0.760
H -4.457 -3.040 2.061
H -2.134 -3.120 2.800
H 0.787 -1.372 5.384
H 1.113 -3.354 6.783
H 0.809 -5.609 5.828
H 0.248 -5.874 3.436
H -0.049 -3.884 2.012
F 4.609 -2.342 4.810
C 4.580 -1.680 3.648
C 3.363 -1.535 3.001
C 3.277 -0.848 1.798
C 4.481 -0.396 1.200
C 5.677 -0.519 1.915
F 6.813 -0.004 1.423
C 5.748 -1.137 3.148
C 4.400 0.093 -0.174
C 5.477 0.140 -1.062
C 5.269 0.536 -2.369
C 3.982 0.860 -2.767
C 2.961 0.778 -1.840
N 3.155 0.411 -0.576
H 2.503 -1.994 3.461
H 6.683 -1.205 3.681
H 6.464 -0.138 -0.740
H 6.092 0.588 -3.062
H 3.762 1.167 -3.776
H 1.952 1.011 -2.146
C -5.587 -1.669 -10.862
O -5.207 -0.496 -10.172
C -4.640 -0.550 -8.979
C -4.282 -1.726 -8.290
C -3.672 -1.646 -7.065
C -3.398 -0.400 -6.464
C -3.775 0.776 -7.150
C -4.376 0.701 -8.374
C -2.707 -0.366 -5.220
N -2.205 -1.428 -4.594
C -1.561 -0.967 -3.515
C -1.674 0.443 -3.454
N -2.405 0.792 -4.535
C -1.071 1.238 -2.451
C -1.126 2.622 -2.390
C -0.442 3.278 -1.359
C 0.268 2.521 -0.452
N 0.327 1.191 -0.459
C -0.329 0.511 -1.462
C -0.192 -0.889 -1.514
N 0.579 -1.493 -0.565
C 0.783 -2.803 -0.604
C 0.239 -3.619 -1.576
C -0.571 -3.044 -2.563
C -0.795 -1.682 -2.542
H -6.099 -1.323 -11.759
H -6.270 -2.275 -10.260
H -4.718 -2.267 -11.152
H -4.470 -2.692 -8.729
H -3.377 -2.537 -6.533
H -3.579 1.751 -6.730
H -4.658 1.589 -8.917
H -2.662 1.727 -4.801
H -1.672 3.190 -3.125
H -0.444 4.352 -1.284
H 0.839 3.017 0.326
H 1.424 -3.206 0.172
H 0.446 -4.675 -1.572
H -1.013 -3.638 -3.345


118
Properties=species:S:1:pos:R:3 method="wB97M-V/def2-TZVPD" largest_force_ev_per_a=2.97 total_charge=0 smiles="Cc1cccc(C[SiH2]S)c1.O=C1C=CC(=O)C=C1.O=C1C=CC(=O)C=C1.O=C1C=CC(=O)C=C1.O=C1C=CC(=O)C=C1.O=C1C=CC(=O)C=C1.O=C1C=CC(=O)C=C1.O=C1C=CC(=O)C=C1.O=C1C=CC(=O)C=C1" de_lowest_kj_mol=114.11
C 2.158 1.777 3.377
C 2.608 2.532 2.062
C 3.139 3.883 2.097
C 3.554 4.459 0.798
C 3.396 3.692 -0.431
C 2.858 2.315 -0.463
C 2.773 1.576 -1.841
Si 1.296 0.362 -1.957
S -0.502 1.498 -1.657
C 2.477 1.740 0.817
H 2.491 2.297 4.306
H 1.042 1.616 3.345
H 2.625 0.752 3.298
H 3.255 4.457 3.047
H 3.978 5.496 0.767
H 3.718 4.196 -1.377
H 2.635 2.340 -2.653
H 3.751 1.036 -2.017
H 1.308 -0.471 -3.164
H 1.406 -0.577 -0.815
H -1.067 0.947 -0.525
H 2.069 0.698 0.879
C -2.889 1.296 3.370
C -2.287 0.935 2.238
C -2.785 -0.204 1.434
O -2.234 -0.537 0.400
C -3.976 -0.925 1.934
C -4.578 -0.565 3.065
C -4.082 0.574 3.871
O -4.631 0.903 4.901
H -2.539 2.125 3.972
H -1.414 1.452 1.857
H -4.327 -1.756 1.332
H -5.450 -1.082 3.445
C -3.046 -5.784 3.415
C -1.931 -6.009 4.107
C -0.724 -5.175 3.911
O 0.294 -5.379 4.540
C -0.806 -4.079 2.917
C -1.922 -3.856 2.225
C -3.128 -4.691 2.422
O -4.147 -4.485 1.792
H -3.937 -6.384 3.544
H -1.855 -6.804 4.838
H 0.085 -3.478 2.787
H -2.000 -3.061 1.494
C -7.409 -6.683 5.742
C -6.120 -6.350 5.755
C -5.689 -4.941 5.605
O -4.513 -4.637 5.614
C -6.746 -3.917 5.442
C -8.035 -4.249 5.429
C -8.466 -5.658 5.579
O -9.641 -5.963 5.570
H -7.744 -7.707 5.849
H -5.335 -7.086 5.873
H -6.412 -2.893 5.335
H -8.821 -3.514 5.311
C 3.159 10.075 -2.223
C 3.336 9.791 -0.934
C 3.216 8.404 -0.431
O 3.376 8.143 0.747
C 2.895 7.345 -1.413
C 2.718 7.629 -2.703
C 2.838 9.016 -3.208
O 2.679 9.276 -4.382
H 3.242 11.083 -2.609
H 3.572 10.552 -0.201
H 2.812 6.337 -1.027
H 2.482 6.866 -3.435
C 3.850 0.640 -6.325
C 3.545 1.620 -5.476
C 4.474 2.748 -5.238
O 4.196 3.641 -4.463
C 5.754 2.746 -5.981
C 6.060 1.767 -6.830
C 5.130 0.639 -7.068
O 5.407 -0.254 -7.843
H 3.183 -0.192 -6.510
H 2.613 1.638 -4.925
H 6.421 3.579 -5.796
H 6.992 1.749 -7.381
C 5.251 -2.699 -9.732
C 6.544 -2.973 -9.897
C 6.987 -4.231 -10.539
O 8.166 -4.483 -10.688
C 5.938 -5.172 -10.993
C 4.645 -4.899 -10.829
C 4.202 -3.640 -10.187
O 3.023 -3.389 -10.038
H 4.911 -1.785 -9.264
H 7.324 -2.296 -9.571
H 6.280 -6.087 -11.462
H 3.865 -5.576 -11.155
C -13.274 -7.745 4.671
C -11.981 -8.013 4.494
C -11.540 -9.269 3.847
O -10.361 -9.517 3.687
C -12.590 -10.214 3.401
C -13.882 -9.946 3.577
C -14.324 -8.689 4.225
O -15.503 -8.443 4.384
H -13.615 -6.832 5.143
H -11.201 -7.334 4.813
H -12.249 -11.127 2.929
H -14.663 -10.625 3.258
C 8.803 8.942 3.098
C 8.944 7.973 2.196
C 7.849 7.630 1.259
O 7.977 6.746 0.437
C 6.593 8.407 1.364
C 6.452 9.376 2.266
C 7.546 9.719 3.203
O 7.418 10.603 4.025
H 9.592 9.206 3.791
H 9.856 7.396 2.105
H 5.805 8.144 0.672
H 5.539 9.952 2.356